No. 1
A structure of composition H6O3Rb, computed with the ωB97M-V functional and the def2-TZVPD basis.

E_tot in eV: -6889.8917
Relative energy (zero: lowest compared OMol25 entry of this formula, charge and spin) in kcal/mol: 22.9
Total charge: +1
Max |F| in eV Å⁻¹: 0.51
HOMO energy in eV: -14.599
Multiplicity: 1

Last column: natural (NBO) charge in e.
Atoms and positions in Å:
Rb -0.30768 -0.59048 1.09258  1.00
O -0.19291 1.26166 4.95965  -0.96
H 0.52321 1.61901 5.48472  0.48
H -0.74844 0.80445 5.59099  0.48
O 0.06549 1.77008 -2.57890  -0.94
H -0.45942 0.97742 -2.69022  0.46
H -0.45327 2.46122 -2.99053  0.48
O 0.28078 -2.53827 -2.75475  -0.96
H 0.73918 -3.31975 -2.44591  0.47
H 0.55311 -2.44536 -3.66767  0.49

Atomic forces in eV per Å
Rb 0.1 0.1 0.0
O 0.0 -0.2 -0.5
H 0.2 0.2 0.1
H -0.2 -0.1 0.2
O 0.2 -0.2 0.4
H -0.1 -0.2 -0.3
H -0.1 0.3 -0.1
O -0.2 0.3 0.4
H 0.1 -0.3 0.0
H 0.1 0.1 -0.3

=====

No. 2
A cluster of 2 separate species, H6OP4 in total, computed with the ωB97M-V functional and the def2-TZVPD basis.

E_tot in eV: -39295.6179
Relative energy (zero: lowest compared OMol25 entry of this formula, charge and spin) in kcal/mol: 72.0
Total charge: 0
Max |F| in eV Å⁻¹: 2.40
HOMO energy (spin up / spin down) in eV: -8.085 / -8.594
Multiplicity: 1

Last column: natural (NBO) charge in e.
Atoms and positions in Å:
O -2.05083 -0.62329 0.89243  -1.01
P -1.33851 -1.87949 1.30620  0.98
P 0.00882 2.43381 0.10161  -0.03
P 0.83942 -0.47135 -1.27065  -0.02
P -0.74607 0.84206 -1.15234  0.23
H -1.21171 -2.69897 0.10440  -0.14
H 0.26059 -1.58531 1.16888  -0.11
H 1.06848 3.00800 -0.68637  0.02
H -0.90436 3.57228 -0.37557  0.03
H 0.80481 -0.83393 0.26825  0.03
H -0.19904 -1.59905 -1.44777  0.04

Atomic forces in eV per Å
O 0.0 1.4 -0.8
P 1.9 -0.7 -0.3
P -0.5 2.2 -0.3
P -0.9 -2.0 0.9
P -1.4 0.1 0.1
H -0.2 0.0 0.2
H -1.1 0.0 0.4
H -0.2 -0.6 0.2
H 0.9 -1.7 0.6
H 0.1 0.0 -0.8
H 1.5 1.3 -0.2

=====

No. 3
An isolated molecule of H6OSi2, computed with the ωB97M-V functional and the def2-TZVPD basis.

E_tot in eV: -17897.9072
Relative energy (zero: lowest compared OMol25 entry of this formula, charge and spin) in kcal/mol: 68.8
Total charge: 0
Max |F| in eV Å⁻¹: 5.23
SMILES: O[SiH2][SiH3]
HOMO energy in eV: -10.259
Multiplicity: 1

Last column: natural (NBO) charge in e.
Atoms and positions in Å:
O -2.07491 -0.69208 0.56085  -1.04
Si 1.26285 -0.42618 0.06973  0.35
Si -0.74944 0.50006 -0.52347  0.86
H -1.53797 -1.24837 1.11649  0.45
H 1.86291 -0.66439 1.37574  -0.10
H 1.29132 -1.66843 -0.71995  -0.11
H 2.19457 0.64629 -0.59882  -0.12
H -1.31003 2.03098 -0.60413  -0.12
H -1.26234 0.10772 -1.78139  -0.17

Atomic forces in eV per Å
O 2.1 2.8 -2.2
Si 1.5 1.4 -1.4
Si -4.3 -0.5 2.9
H 0.3 -0.3 0.4
H -0.4 0.1 0.5
H 0.0 -0.1 0.0
H -0.5 -1.0 0.4
H 1.1 -1.7 0.8
H 0.2 -0.6 -1.4

=====

No. 4
An isolated molecule of H6S4Si2, computed with the ωB97M-V functional and the def2-TZVPD basis.

E_tot in eV: -59191.6709
Relative energy (zero: lowest compared OMol25 entry of this formula, charge and spin) in kcal/mol: 40.1
Total charge: 0
Max |F| in eV Å⁻¹: 3.32
HOMO energy (spin up / spin down) in eV: -8.840 / -8.753
Multiplicity: 1

Last column: natural (NBO) charge in e.
Atoms and positions in Å:
Si 0.20429 -2.11330 1.33537  0.72
Si 0.17576 1.40917 -2.14567  0.76
S 0.93242 -0.06512 1.49860  -0.30
S -1.30754 0.21542 -1.25797  -0.46
S -0.88072 0.96543 1.22079  0.33
S -0.66862 2.75105 1.86473  -0.20
H 0.18297 -2.41466 -0.09983  -0.12
H 1.04546 -3.10789 2.04468  -0.14
H -0.92499 -2.23712 2.29450  -0.13
H -0.48613 2.64278 -2.21145  -0.16
H 0.61002 0.52468 -3.38463  -0.12
H 1.11708 1.42955 -1.15912  -0.18

Atomic forces in eV per Å
Si 0.1 -0.2 0.7
Si -1.0 -2.5 -1.9
S 0.2 0.2 0.1
S -0.5 -0.2 1.2
S -0.5 -1.0 -0.3
S 0.3 0.0 -0.5
H -0.5 -0.2 0.1
H 0.6 0.4 -0.3
H -0.5 0.2 -0.8
H -0.2 1.6 -0.8
H -0.3 1.4 0.9
H 2.3 0.3 1.6